Record 1
40
Properties=species:S:1:pos:R:3 method="wB97M-V/def2-TZVPD" spin_multiplicity=1 energy_ev=-97514.2899 total_charge=0
O 4.64 0.32 1.42
O -1.50 1.74 -0.22
O 2.95 2.03 -1.63
Br -6.34 -4.20 -0.01
O 1.84 3.73 0.25
C 3.61 -0.08 1.93
C -2.29 0.84 -0.44
C 2.74 1.09 -0.86
C -6.13 -1.60 -1.25
C -5.51 -0.38 -1.55
C -4.19 -2.29 0.03
C -5.48 -2.55 -0.46
C -4.23 -0.13 -1.06
C -3.57 -1.07 -0.28
N -3.42 0.99 -1.19
N 3.07 -0.17 -1.19
N 2.39 0.32 1.55
C 3.67 -1.09 3.05
C -2.23 -0.56 0.16
C 3.71 -0.55 -2.44
C 2.39 2.74 1.08
C 2.10 1.34 0.52
H 2.19 3.57 -0.64
H -7.13 -1.81 -1.62
H -6.02 0.36 -2.16
H -3.68 -3.03 0.65
H -3.75 1.91 -1.47
H 2.94 -0.87 -0.48
H 1.61 -0.05 2.06
H 3.03 -1.94 2.82
H 4.69 -1.43 3.17
H 3.33 -0.62 3.98
H -1.41 -1.14 -0.26
H -2.14 -0.52 1.25
H 4.69 -0.07 -2.50
H 3.84 -1.63 -2.49
H 3.11 -0.22 -3.29
H 3.47 2.88 1.15
H 1.96 2.83 2.08
H 1.03 1.30 0.35


Record 2
58
Properties=species:S:1:pos:R:3 method="wB97M-V/def2-TZVPD" spin_multiplicity=2 energy_ev=-118677.1430 total_charge=-2
Co -0.06 0.47 -0.14
O -1.76 0.19 -3.14
P -0.14 0.25 -3.21
O 0.36 -0.35 -4.45
O 0.35 -0.29 -1.87
O 0.16 1.86 -3.22
P -0.74 2.89 -2.32
O -2.02 3.14 -3.28
O 0.03 4.15 -2.16
O -1.21 2.12 -1.10
H -2.02 0.24 -2.20
H -2.39 2.27 -3.47
C 3.78 3.61 -1.48
N 3.32 3.11 -0.18
C 2.55 4.13 0.53
C 2.72 1.83 -0.27
N 1.45 1.66 -0.23
N 3.58 0.79 -0.41
C 4.99 0.88 -0.08
C 3.10 -0.54 -0.73
H 2.94 3.95 -2.09
H 4.31 2.83 -2.02
H 4.46 4.45 -1.31
H 3.24 4.94 0.80
H 2.13 3.70 1.44
H 1.74 4.55 -0.08
H 0.97 2.55 -0.32
H 5.19 1.83 0.41
H 5.62 0.80 -0.97
H 5.25 0.06 0.59
H 3.13 -1.18 0.15
H 3.73 -0.97 -1.52
H 2.08 -0.49 -1.10
F -0.30 2.60 1.73
C -0.32 1.20 1.70
F 0.75 0.86 2.55
C -1.56 0.88 2.55
F -2.71 1.12 1.91
F -1.62 1.64 3.70
F -1.58 -0.40 2.97
O 0.13 -1.78 0.80
C -1.08 -1.68 0.56
O -1.57 -0.62 0.05
C -2.05 -2.77 0.90
C -1.60 -3.99 1.37
C -2.53 -4.97 1.71
C -3.89 -4.75 1.58
C -4.32 -3.52 1.12
C -3.41 -2.52 0.77
N -5.74 -3.29 0.98
O -6.51 -4.17 1.33
O -6.11 -2.23 0.52
N -2.08 -6.26 2.17
O -0.89 -6.46 2.25
O -2.92 -7.10 2.47
H -0.54 -4.17 1.48
H -4.60 -5.52 1.83
H -3.75 -1.56 0.41


Record 3
47
Properties=species:S:1:pos:R:3 method="wB97M-V/def2-TZVPD" spin_multiplicity=1 energy_ev=-57512.8630 total_charge=+1
C -1.66 -1.98 2.74
C -2.42 -2.18 1.39
I -4.50 -2.56 1.95
C -2.48 -0.94 0.41
I -2.40 0.88 1.62
N -1.45 -0.90 -0.65
C -0.13 -0.65 -0.20
N 0.42 0.52 -0.40
C -0.23 1.65 -1.08
C 0.81 2.36 -1.96
N 1.97 2.63 -1.55
N 0.63 -1.61 0.41
C 0.40 -2.99 -0.07
C -0.35 -3.08 -1.41
C -0.80 -4.55 -1.67
F 0.34 -5.29 -1.61
F -1.59 -5.03 -0.72
F -1.28 -4.71 -2.89
C -1.49 -2.04 -1.59
O -2.79 -2.69 -1.63
C -3.49 -2.06 -2.57
N -3.90 -1.67 -3.53
H -1.41 -3.00 3.11
H -2.35 -1.56 3.48
H -0.70 -1.44 2.66
H -2.12 -3.10 0.86
H -3.50 -0.92 0.00
H 1.37 0.69 -0.09
H -0.71 2.36 -0.38
H -1.02 1.30 -1.77
H 0.55 2.61 -3.01
H 2.45 3.09 -2.32
H 1.62 -1.38 0.39
H -0.06 -3.57 0.76
H 1.39 -3.47 -0.23
H 0.39 -2.89 -2.21
H -1.36 -1.62 -2.60
C 3.54 4.71 0.76
C 2.51 5.59 1.40
O 2.44 5.10 2.72
C 3.68 4.58 2.99
O 4.07 4.32 4.08
O 4.40 4.41 1.85
F 1.29 5.44 0.81
H 3.11 3.78 0.37
H 4.08 5.20 -0.04
H 2.77 6.65 1.41


Record 4
37
Properties=species:S:1:pos:R:3 method="wB97M-V/def2-TZVPD" spin_multiplicity=1 energy_ev=-25158.8422 total_charge=0
C -2.56 2.76 -2.82
C -2.52 2.90 -1.33
O -1.23 2.31 -0.95
C -0.98 2.41 0.36
C 0.38 1.75 0.73
C 0.88 2.34 2.12
O 0.22 3.01 2.86
C 2.20 1.68 2.53
C 3.13 1.57 1.32
C 2.58 0.83 0.10
C 1.37 1.58 -0.45
O -1.74 2.85 1.19
H -3.50 3.10 -3.24
H -1.77 3.34 -3.30
H -2.43 1.72 -3.11
H -2.56 3.96 -1.03
H -3.34 2.34 -0.85
H 2.65 2.33 3.28
H 2.01 0.72 3.04
H 3.30 2.62 1.02
H 4.07 1.13 1.65
H 3.36 0.77 -0.66
H 2.23 -0.19 0.33
H 0.87 1.01 -1.25
H 1.59 2.59 -0.83
F 0.10 0.49 1.19
N -1.50 -1.94 2.34
C -0.64 -2.64 3.04
C -0.97 -3.96 3.40
C -2.15 -4.47 2.83
C -2.91 -3.75 1.90
C -2.46 -2.44 1.62
H 0.33 -2.20 3.34
H -0.33 -4.49 4.10
H -2.49 -5.46 3.13
H -3.81 -4.10 1.41
H -2.91 -1.85 0.81


Record 5
38
Properties=species:S:1:pos:R:3 method="wB97M-V/def2-TZVPD" spin_multiplicity=1 energy_ev=-32026.8123 total_charge=+1
C -2.09 2.86 -0.67
C -0.62 2.45 -0.68
N 0.27 3.09 -0.06
C -0.29 1.24 -1.54
C 0.70 0.30 -0.89
C 2.02 0.42 -1.25
C 2.97 -0.43 -0.72
C 4.43 -0.34 -1.10
C 5.04 0.97 -0.52
O 5.88 1.61 -1.06
I 4.24 1.60 1.42
C 2.58 -1.38 0.16
N 1.30 -1.47 0.51
C 0.37 -0.66 0.02
C -1.08 -0.85 0.44
C -1.18 -1.48 1.83
O -2.51 -1.54 2.33
C -3.28 -2.34 1.49
C -4.54 -1.68 0.96
O -2.97 -3.47 1.19
H -2.44 2.87 -1.70
H -2.68 2.17 -0.06
H -2.20 3.88 -0.31
H -0.17 3.87 0.42
H -1.22 0.69 -1.74
H 0.13 1.53 -2.50
H 2.31 1.19 -1.95
H 4.95 -1.17 -0.62
H 4.57 -0.38 -2.18
H 3.31 -2.08 0.56
H 1.07 -2.20 1.17
H -1.52 -1.48 -0.34
H -1.52 0.15 0.45
H -0.59 -0.87 2.52
H -0.73 -2.48 1.87
H -5.36 -2.05 1.58
H -4.69 -1.95 -0.08
H -4.46 -0.60 1.06


Copy entry 2 word for word.
58
Properties=species:S:1:pos:R:3 method="wB97M-V/def2-TZVPD" spin_multiplicity=2 energy_ev=-118677.1430 total_charge=-2
Co -0.06 0.47 -0.14
O -1.76 0.19 -3.14
P -0.14 0.25 -3.21
O 0.36 -0.35 -4.45
O 0.35 -0.29 -1.87
O 0.16 1.86 -3.22
P -0.74 2.89 -2.32
O -2.02 3.14 -3.28
O 0.03 4.15 -2.16
O -1.21 2.12 -1.10
H -2.02 0.24 -2.20
H -2.39 2.27 -3.47
C 3.78 3.61 -1.48
N 3.32 3.11 -0.18
C 2.55 4.13 0.53
C 2.72 1.83 -0.27
N 1.45 1.66 -0.23
N 3.58 0.79 -0.41
C 4.99 0.88 -0.08
C 3.10 -0.54 -0.73
H 2.94 3.95 -2.09
H 4.31 2.83 -2.02
H 4.46 4.45 -1.31
H 3.24 4.94 0.80
H 2.13 3.70 1.44
H 1.74 4.55 -0.08
H 0.97 2.55 -0.32
H 5.19 1.83 0.41
H 5.62 0.80 -0.97
H 5.25 0.06 0.59
H 3.13 -1.18 0.15
H 3.73 -0.97 -1.52
H 2.08 -0.49 -1.10
F -0.30 2.60 1.73
C -0.32 1.20 1.70
F 0.75 0.86 2.55
C -1.56 0.88 2.55
F -2.71 1.12 1.91
F -1.62 1.64 3.70
F -1.58 -0.40 2.97
O 0.13 -1.78 0.80
C -1.08 -1.68 0.56
O -1.57 -0.62 0.05
C -2.05 -2.77 0.90
C -1.60 -3.99 1.37
C -2.53 -4.97 1.71
C -3.89 -4.75 1.58
C -4.32 -3.52 1.12
C -3.41 -2.52 0.77
N -5.74 -3.29 0.98
O -6.51 -4.17 1.33
O -6.11 -2.23 0.52
N -2.08 -6.26 2.17
O -0.89 -6.46 2.25
O -2.92 -7.10 2.47
H -0.54 -4.17 1.48
H -4.60 -5.52 1.83
H -3.75 -1.56 0.41